Record 1
Below is a 11-piece molecular cluster, C29H49Cl4F3O27 overall, with properties calculated with the ωB97M-V functional and the def2-TZVPD basis.

```
! wB97M-V def2-TZVPD RIJCOSX def2/J DEFGRID3
* xyz 0 1
C -6.780 0.780 2.132
O -5.445 0.752 1.675
C -4.667 1.781 2.035
O -4.998 2.683 2.760
O -3.490 1.616 1.457
C -2.500 2.635 1.695
H -6.887 1.234 3.114
H -7.129 -0.252 2.177
H -7.449 1.287 1.432
H -1.554 2.133 1.528
H -2.569 3.069 2.684
H -2.600 3.368 0.895
C -2.086 -4.333 0.837
O -1.395 -5.078 1.852
C -1.169 -4.448 3.002
O -1.509 -3.322 3.271
O -0.550 -5.306 3.804
C -0.151 -4.770 5.067
H -2.283 -5.029 0.031
H -1.468 -3.511 0.491
H -3.015 -3.943 1.250
H -1.035 -4.570 5.675
H 0.386 -3.833 4.937
H 0.451 -5.529 5.551
C -0.278 -0.212 4.876
O 0.895 0.584 4.823
C 0.847 1.794 4.282
O -0.065 2.238 3.632
O 1.933 2.471 4.641
C 1.809 3.891 4.711
H -0.886 0.085 5.735
H 0.022 -1.246 4.993
H -0.920 -0.058 4.007
H 1.435 4.274 3.763
H 2.798 4.274 4.935
H 1.135 4.181 5.518
C 7.873 -2.017 2.412
O 7.207 -2.811 1.447
C 6.817 -2.182 0.337
O 7.027 -1.017 0.104
O 6.206 -3.059 -0.436
C 5.594 -2.569 -1.642
H 7.224 -1.256 2.850
H 8.731 -1.519 1.961
H 8.196 -2.674 3.213
H 4.531 -2.413 -1.458
H 5.762 -3.332 -2.393
H 6.039 -1.620 -1.935
C 0.905 4.314 0.282
O -0.052 5.291 0.663
C -0.601 6.122 -0.226
O -1.040 7.191 0.075
O -0.661 5.592 -1.461
C -0.827 6.510 -2.537
H 1.016 4.240 -0.799
H 0.670 3.333 0.678
H 1.909 4.612 0.589
H -1.682 7.161 -2.351
H -1.021 5.928 -3.435
H 0.081 7.095 -2.683
C -2.718 -0.634 -3.072
O -3.396 -1.873 -3.255
C -4.212 -1.947 -4.296
O -4.289 -1.139 -5.187
O -4.953 -3.046 -4.204
C -5.803 -3.295 -5.325
H -2.274 -0.331 -4.015
H -1.975 -0.834 -2.305
H -3.330 0.156 -2.630
H -5.224 -3.300 -6.247
H -6.527 -2.484 -5.410
H -6.282 -4.251 -5.160
C -3.951 3.541 -2.843
C -3.235 2.760 -3.955
O -2.016 2.380 -3.392
C -2.009 2.634 -2.053
O -1.185 2.258 -1.296
O -3.150 3.241 -1.690
F -3.013 3.532 -5.062
H -4.937 3.142 -2.625
H -3.946 4.615 -3.016
H -3.809 1.898 -4.296
C 2.107 -1.678 -4.371
C 2.438 -3.021 -5.017
O 1.181 -3.583 -5.303
C 0.189 -2.673 -5.115
O -0.953 -2.861 -5.357
O 0.691 -1.547 -4.574
F 3.102 -3.863 -4.181
H 2.594 -0.845 -4.868
H 2.245 -1.713 -3.292
H 3.015 -2.955 -5.940
C 0.589 -0.147 1.092
C -0.562 -0.908 0.457
O 0.079 -1.577 -0.626
C 1.384 -1.762 -0.253
O 2.160 -2.392 -0.896
O 1.683 -1.039 0.823
F -1.490 -0.035 0.017
H 0.457 -0.073 2.169
H 0.777 0.841 0.675
H -1.011 -1.609 1.162
C 3.854 -2.725 2.229
Cl 2.383 -3.698 2.399
Cl 3.876 -1.356 3.326
H 4.691 -3.389 2.425
H 3.979 -2.375 1.208
C 4.957 1.825 0.959
Cl 4.020 0.674 0.039
Cl 3.986 3.256 1.420
H 5.329 1.353 1.859
H 5.743 2.248 0.346
*
```

highest occupied orbital energy = -0.38768 hartree
lowest unoccupied orbital energy = 0.45 eV
energy = -5306.3462 Ha
SMILES = O=C1OC[C@@H](F)O1.O=C1OC[C@@H](F)O1.O=C1OC[C@@H](F)O1.COC(=O)OC.COC(=O)OC.COC(=O)OC.COC(=O)OC.COC(=O)OC.COC(=O)OC.ClCCl.ClCCl
HOMO-LUMO gap = 11.0 eV



Record 2
Below is a 3-piece molecular cluster, CH10N3O2 overall, with properties calculated with the ωB97M-V functional and the def2-TZVPD basis.

```
! wB97M-V def2-TZVPD RIJCOSX def2/J DEFGRID3
* xyz 1 1
N -0.129 0.860 0.687
C 0.986 1.544 0.367
N 1.032 2.004 -0.870
N 1.932 1.615 1.283
H -0.796 0.525 0.004
H -0.327 0.557 1.618
H 1.841 2.454 -1.285
H 0.160 2.337 -1.257
H 1.937 1.040 2.106
H 2.784 2.122 1.074
H -1.330 -1.975 -0.900
H 0.095 -1.637 -1.260
O -0.767 -1.234 -1.106
H -3.235 -4.095 0.049
H -1.885 -4.122 0.415
O -2.450 -3.580 -0.144
*
```

highest occupied orbital energy = -0.53817 hartree
lowest unoccupied orbital energy = -3.05 eV
energy = -358.6534 Ha
ΔE to the lowest compared entry with this formula, charge and spin = 0.763 eV
HOMO-LUMO gap = 11.6 eV



Record 3
Below is an isolated ion of composition C5H10NO and charge -1, with properties calculated with the ωB97M-V functional and the def2-TZVPD basis.

```
! wB97M-V def2-TZVPD RIJCOSX def2/J DEFGRID3
* xyz -1 1
C -1.879 0.215 -0.549
O -2.297 1.295 0.158
C -0.769 -0.562 0.224
C 0.513 0.298 0.320
C 1.422 0.198 -0.869
C 2.745 0.163 -0.780
N -1.328 -0.834 1.543
H -1.438 0.456 -1.559
H -2.715 -0.512 -0.725
H -0.445 -1.535 -0.189
H 0.222 1.320 0.572
H 1.038 -0.043 1.214
H 0.879 0.477 -1.768
H 3.335 0.136 0.133
H 3.352 0.109 -1.688
H -0.648 -1.096 2.234
H -1.988 -0.084 1.729
*
```

highest occupied orbital energy = -0.09346 hartree
lowest unoccupied orbital energy = 3.84 eV
energy = -326.4650 Ha
SMILES = C=CC[C@@H](N)C[O-]
ΔE to the lowest compared entry with this formula, charge and spin = 0.551 eV
HOMO-LUMO gap = 6.4 eV



Record 4
Below is an isolated ion of composition C3H8N3 and charge +1, with properties calculated with the ωB97M-V functional and the def2-TZVPD basis.

```
! wB97M-V def2-TZVPD RIJCOSX def2/J DEFGRID3
* xyz 1 1
C 1.810 0.503 0.202
C 0.501 -1.240 -0.370
C -1.652 0.175 0.494
N 1.952 -0.710 -0.106
N 0.547 1.074 0.226
N -0.374 0.090 -0.324
H 2.711 1.071 0.492
H 0.494 -1.743 -1.371
H 0.152 -1.907 0.328
H -2.086 -0.814 0.210
H -1.617 0.271 1.493
H -2.317 0.930 -0.130
H 0.567 2.119 0.116
H -0.688 0.181 -1.259
*
```

highest occupied orbital energy = -0.53777 hartree
lowest unoccupied orbital energy = -3.53 eV
energy = -283.0200 Ha
SMILES = C[N@@H+]1CN=CN1
ΔE to the lowest compared entry with this formula, charge and spin = 3.911 eV
HOMO-LUMO gap = 11.1 eV



Record 5
Below is C26H49AlN2O5P as an isolated structure, with properties calculated with the ωB97M-V functional and the def2-TZVPD basis.

```
! wB97M-V def2-TZVPD RIJCOSX def2/J DEFGRID3
* xyz -1 3
C 0.753 -2.656 -0.306
C -0.697 -2.194 -0.436
C -1.269 -2.172 -1.681
C -2.590 -1.783 -1.821
C -3.300 -1.396 -0.701
C -4.753 -0.989 -0.781
Al -5.864 -2.603 -0.146
P -4.668 -4.616 -0.607
O -3.329 -4.674 0.055
O -4.387 -4.799 -2.224
O -5.479 -5.953 -0.029
C -2.715 -1.397 0.554
C -1.402 -1.801 0.678
H 0.867 -3.742 -0.412
H 1.342 -2.130 -1.066
H 1.083 -2.411 0.710
H -0.703 -2.453 -2.568
H -3.105 -1.766 -2.779
H -5.030 -0.666 -1.793
H -4.944 -0.158 -0.091
H -5.912 -2.515 1.466
H -7.337 -2.625 -0.780
H -3.567 -5.318 -2.261
H -5.030 -6.131 0.809
H -3.313 -1.080 1.403
H -0.976 -1.820 1.681
C 1.191 -0.408 5.731
C 2.040 -1.070 4.625
C 3.433 -1.395 5.172
C 4.319 -0.163 5.337
C 4.388 0.629 4.033
C 3.010 0.985 3.468
N 2.095 -0.194 3.418
O 2.432 -0.927 2.397
C 2.382 2.116 4.310
C 3.189 1.608 2.082
C 1.306 -2.381 4.329
H 0.261 -0.009 5.324
H 0.924 -1.141 6.494
H 1.706 0.389 6.263
H 3.937 -2.097 4.500
H 3.339 -1.908 6.133
H 3.952 0.469 6.151
H 5.326 -0.474 5.627
H 4.966 1.543 4.191
H 4.945 0.038 3.298
H 1.332 2.258 4.053
H 2.894 3.061 4.118
H 2.458 1.959 5.383
H 3.723 0.952 1.396
H 3.772 2.527 2.158
H 2.225 1.859 1.636
H 0.313 -2.191 3.918
H 1.184 -2.955 5.247
H 1.850 -3.015 3.630
C 1.834 1.979 -2.999
C 0.324 1.744 -2.780
C -0.158 0.614 -3.694
C -0.273 1.030 -5.159
C -1.134 2.284 -5.299
C -0.666 3.440 -4.409
N -0.435 3.014 -2.997
O -1.594 2.907 -2.412
C 0.619 4.059 -5.001
C -1.693 4.571 -4.488
C 0.229 1.273 -1.325
H 2.166 2.888 -2.492
H 2.409 1.148 -2.588
H 2.124 2.042 -4.046
H -1.137 0.261 -3.356
H 0.517 -0.240 -3.613
H 0.720 1.196 -5.591
H -0.721 0.216 -5.734
H -1.143 2.606 -6.344
H -2.168 2.025 -5.049
H 1.080 4.752 -4.295
H 0.387 4.622 -5.907
H 1.362 3.324 -5.300
H -2.691 4.248 -4.197
H -1.767 4.938 -5.513
H -1.404 5.410 -3.852
H 0.549 2.060 -0.638
H 0.875 0.409 -1.168
H -0.778 0.963 -1.049
*
```

highest occupied orbital energy (alpha / beta) = -0.15900 / -0.15899 hartree
lowest unoccupied orbital energy (alpha / beta) = 2.15 / 1.84 eV
energy = -2089.6113 Ha
expectation value of S² = 2.01
HOMO-LUMO gap (alpha / beta) = 6.5 / 6.2 eV



Record 6
Below is a 3-piece molecular cluster, C42H87N4 overall, with properties calculated with the ωB97M-V functional and the def2-TZVPD basis.

```
! wB97M-V def2-TZVPD RIJCOSX def2/J DEFGRID3
* xyz 1 1
C -2.940 0.283 -7.385
C -2.033 -0.133 -8.704
C -2.540 -1.575 -9.375
C -2.612 -2.686 -8.144
C -4.172 -2.887 -7.659
C -4.585 -4.490 -7.468
C -6.089 -4.676 -6.801
C -6.207 -4.127 -5.255
C -5.339 -4.992 -4.157
C -4.631 -4.018 -3.045
C -5.438 -3.969 -1.587
C -4.408 -4.322 -0.337
C -5.027 -3.999 1.150
C -5.091 -2.410 1.545
C -3.653 -1.630 1.423
C -3.039 -1.140 2.897
C -1.416 -1.534 2.906
C -0.711 -0.671 1.659
N 0.778 -0.544 1.889
C 1.390 0.686 2.595
N 0.592 1.852 3.135
C 1.281 3.195 2.811
C 1.573 3.369 1.196
C 3.039 0.790 2.862
C 4.092 -0.396 2.337
C 3.341 -1.682 1.588
C 1.678 -1.705 1.416
C 1.091 -3.081 0.697
C 0.850 -2.707 -0.897
C 2.010 -4.414 0.948
C 1.219 -5.720 0.300
C -0.058 -6.232 1.192
H -4.076 0.133 -7.645
H -2.784 1.408 -7.081
H -2.687 -0.402 -6.460
H -2.190 0.738 -9.498
H -0.886 -0.304 -8.445
H -1.813 -1.921 -10.226
H -3.616 -1.336 -9.827
H -1.999 -2.347 -7.187
H -2.119 -3.673 -8.588
H -4.270 -2.391 -6.600
H -4.956 -2.354 -8.372
H -4.563 -4.992 -8.548
H -3.757 -5.031 -6.824
H -6.818 -4.005 -7.449
H -6.487 -5.793 -6.937
H -7.352 -4.252 -4.950
H -5.943 -2.987 -5.268
H -5.955 -5.895 -3.687
H -4.461 -5.512 -4.771
H -4.633 -2.921 -3.514
H -3.510 -4.386 -2.928
H -6.302 -4.771 -1.690
H -5.885 -2.876 -1.466
H -4.247 -5.504 -0.374
H -3.360 -3.849 -0.552
H -6.130 -4.452 1.158
H -4.403 -4.646 1.927
H -5.878 -1.863 0.835
H -5.427 -2.322 2.686
H -2.876 -2.395 0.998
H -3.764 -0.683 0.705
H -3.078 0.044 2.867
H -3.622 -1.599 3.803
H -1.293 -2.691 2.783
H -0.936 -1.225 3.954
H -0.996 -1.249 0.654
H -1.301 0.337 1.610
H -0.345 1.955 2.693
H 0.462 4.021 3.079
H 2.202 3.415 3.498
H 0.705 2.889 0.533
H 1.633 4.506 0.848
H 2.628 2.904 0.895
H 3.548 1.693 3.428
H 5.251 -0.337 2.499
H 4.051 -2.534 1.207
H 0.012 -3.336 1.133
H 1.600 -3.373 -1.538
H -0.262 -2.969 -1.233
H 1.032 -1.567 -1.109
H 2.369 -4.576 2.050
H 2.989 -4.282 0.282
H 2.006 -6.604 0.139
H 0.802 -5.493 -0.794
H -1.062 -5.965 0.605
H -0.132 -5.665 2.221
H -0.018 -7.417 1.322
C 6.648 1.213 5.634
C 7.607 1.299 4.451
N 8.676 2.284 4.626
C 9.402 2.589 3.391
C 10.198 1.459 2.748
C 9.510 2.134 5.820
C 10.240 0.809 6.011
H 6.235 2.195 5.881
H 5.812 0.551 5.386
H 7.135 0.804 6.524
H 7.006 1.583 3.577
H 8.008 0.303 4.242
H 10.072 3.441 3.561
H 8.676 2.952 2.653
H 11.111 1.240 3.305
H 10.506 1.756 1.739
H 9.615 0.539 2.651
H 8.880 2.301 6.703
H 10.245 2.949 5.861
H 9.595 -0.057 5.833
H 10.604 0.735 7.042
H 11.116 0.731 5.361
C -1.797 5.481 0.029
C -2.376 6.385 1.113
N -1.406 6.775 2.138
C -2.017 7.375 3.327
C -2.747 8.700 3.148
C -0.187 7.433 1.664
C -0.345 8.711 0.846
H -1.315 4.601 0.463
H -2.599 5.133 -0.630
H -1.069 6.008 -0.595
H -3.188 5.823 1.593
H -2.837 7.258 0.643
H -1.256 7.493 4.109
H -2.729 6.650 3.742
H -2.052 9.530 3.010
H -3.330 8.922 4.049
H -3.446 8.682 2.307
H 0.378 6.714 1.057
H 0.476 7.640 2.514
H -1.109 8.622 0.067
H 0.601 8.946 0.346
H -0.589 9.569 1.478
*
```

highest occupied orbital energy = -0.36137 hartree
lowest unoccupied orbital energy = -4.06 eV
energy = -1870.5625 Ha
HOMO-LUMO gap = 5.8 eV



Record 7
Below is C27H32F5N2OPdSe2Te2 as an isolated structure, with properties calculated with the ωB97M-V functional and the def2-TZVPD basis.

```
! wB97M-V def2-TZVPD RIJCOSX def2/J DEFGRID3
* xyz 1 5
Pd -0.074 0.617 -1.226
Te -2.303 -0.395 -0.087
C -2.469 -2.298 -0.907
C -3.522 -3.103 -0.463
C -3.693 -4.366 -1.003
C -2.821 -4.829 -1.980
C -1.768 -4.034 -2.413
C -1.584 -2.772 -1.878
H -4.204 -2.749 0.299
H -4.506 -4.991 -0.659
H -2.962 -5.814 -2.403
H -1.086 -4.401 -3.168
H -0.752 -2.161 -2.206
F 1.333 3.138 2.195
Te 0.680 1.466 1.714
F 1.541 1.930 0.031
F -0.732 2.411 0.846
F -0.306 1.659 3.285
F 2.377 0.863 2.244
O 0.052 -0.170 1.362
Se -0.991 0.838 -3.475
C -1.436 2.490 -2.602
C -0.433 3.438 -2.390
C -0.729 4.590 -1.681
C -2.009 4.797 -1.186
C -3.009 3.862 -1.422
C -2.734 2.709 -2.138
H 0.566 3.286 -2.782
H 0.048 5.321 -1.506
H -2.229 5.689 -0.617
H -4.010 4.031 -1.049
H -3.521 1.995 -2.348
C 4.563 1.378 -5.849
C 4.130 0.172 -5.023
C 2.756 0.343 -4.378
C 2.739 1.318 -3.204
N 3.577 0.877 -2.092
C 3.299 -0.143 -1.261
Se 1.741 -1.179 -1.170
N 4.333 -0.322 -0.420
C 4.409 -1.326 0.643
C 4.746 -2.714 0.112
C 6.107 -2.807 -0.575
C 7.267 -2.882 0.411
C 5.314 0.610 -0.720
C 6.570 0.840 -0.169
C 7.310 1.869 -0.714
C 6.820 2.649 -1.769
C 5.575 2.421 -2.321
C 4.832 1.378 -1.779
H 5.516 1.192 -6.343
H 4.688 2.275 -5.239
H 3.827 1.604 -6.622
H 4.875 -0.043 -4.251
H 4.100 -0.710 -5.664
H 2.375 -0.618 -4.029
H 2.046 0.715 -5.123
H 1.722 1.438 -2.819
H 3.093 2.307 -3.492
H 3.454 -1.317 1.164
H 5.167 -0.974 1.342
H 3.949 -3.038 -0.563
H 4.721 -3.394 0.968
H 6.244 -1.950 -1.244
H 6.121 -3.689 -1.217
H 7.315 -2.003 1.057
H 8.223 -2.956 -0.106
H 7.168 -3.755 1.058
H 6.954 0.247 0.648
H 8.293 2.081 -0.315
H 7.431 3.450 -2.160
H 5.205 3.032 -3.131
*
```

highest occupied orbital energy (alpha / beta) = -0.40092 / -0.40397 hartree
lowest unoccupied orbital energy (alpha / beta) = -2.81 / -5.94 eV
energy = -7198.6710 Ha
expectation value of S² = 6.03
ΔE to the lowest compared entry with this formula, charge and spin = 0.000 eV
HOMO-LUMO gap (alpha / beta) = 8.1 / 5.1 eV



no.,molecular weight (g/mol),strongest force on any atom (eV Å⁻¹)
1,1028.49,1.4
2,96.11,3.1
3,100.14,2.1
4,86.12,7.5
5,527.64,2.7
6,648.19,6.2
7,1015.10,1.9